No. 1
Entry from OMol25: a structure of composition C25H35N4ORuSb at a distorted geometry (the ωB97M-V functional and the def2-TZVPD basis).

XYZ file:
```
67
Properties=species:S:1:pos:R:3:forces:R:3
Ru -0.005 -0.065 0.106 2.7 -0.5 -1.2
C 0.677 1.025 -2.883 0.0 0.3 -0.3
C 1.610 2.106 -2.356 -0.1 -0.2 0.0
C 1.203 2.762 -1.069 0.1 0.1 -0.1
C 1.221 4.148 -0.945 0.1 -0.1 0.1
C 0.912 4.736 0.270 -0.1 0.1 0.0
C 0.630 3.932 1.367 0.1 -0.1 -0.1
C 0.636 2.566 1.180 0.2 0.4 0.1
N 0.893 2.003 -0.012 -1.4 -1.2 0.8
N 0.718 -0.245 -2.139 -0.7 0.3 1.6
C 2.069 -0.843 -2.156 0.2 -0.2 0.0
C 2.875 -0.600 -0.911 0.2 -0.1 -0.2
C 4.261 -0.631 -0.965 -0.1 0.0 0.1
C 4.987 -0.474 0.205 0.0 0.0 0.0
C 4.309 -0.295 1.404 0.0 0.0 -0.1
C 2.929 -0.282 1.379 0.1 0.0 0.3
N 2.234 -0.436 0.247 -1.9 0.1 0.1
C -0.286 -1.188 -2.658 -0.2 -0.2 -0.2
C -0.305 -2.424 -1.809 -0.2 -0.2 -0.2
C -0.608 -3.673 -2.323 0.1 0.0 0.1
C -0.540 -4.777 -1.483 0.0 0.0 0.0
C -0.126 -4.604 -0.169 0.1 0.1 0.0
C 0.138 -3.323 0.279 0.2 -0.1 0.1
N 0.021 -2.258 -0.521 -0.7 1.5 0.6
H 0.953 0.826 -3.925 0.0 -0.1 0.0
H -0.345 1.402 -2.887 0.0 -0.1 0.0
H 1.675 2.872 -3.127 0.1 0.0 0.0
H 2.620 1.706 -2.227 0.0 0.1 -0.1
H 1.497 4.758 -1.793 0.0 0.0 0.0
H 0.897 5.815 0.364 0.1 0.0 0.0
H 0.424 4.355 2.340 0.0 0.0 0.0
H 0.441 1.890 2.007 -0.1 0.0 0.0
H 2.628 -0.492 -3.027 -0.1 0.0 0.0
H 1.980 -1.925 -2.268 0.0 0.0 -0.1
H 4.762 -0.781 -1.912 0.0 0.0 0.0
H 6.068 -0.486 0.179 0.0 0.0 0.0
H 4.841 -0.168 2.335 0.0 0.0 0.0
H 2.354 -0.148 2.287 0.0 0.0 0.0
H -0.079 -1.458 -3.699 0.0 0.1 0.0
H -1.270 -0.711 -2.635 0.1 0.1 0.0
H -0.880 -3.780 -3.364 0.0 0.0 0.0
H -0.780 -5.762 -1.861 0.0 0.0 0.0
H 0.008 -5.446 0.494 0.0 0.0 0.0
H 0.488 -3.136 1.286 -0.1 0.0 0.0
C -2.778 -2.772 1.846 0.2 0.3 0.0
Sb -1.577 -1.096 2.438 0.5 -0.1 -0.2
C -3.060 0.093 3.425 0.3 -0.1 -0.3
C -0.526 -1.941 4.111 -0.2 0.2 -0.4
H -3.419 -2.983 2.702 0.0 0.0 0.0
H -2.149 -3.632 1.634 0.0 0.0 0.0
H -3.393 -2.532 0.983 0.0 0.0 0.0
H -3.327 -0.465 4.322 0.0 0.0 0.0
H -3.929 0.187 2.779 0.0 0.0 0.0
H -2.681 1.072 3.702 0.0 0.0 0.0
H -1.301 -2.387 4.734 0.0 0.0 0.0
H -0.011 -1.161 4.667 0.0 0.0 0.0
H 0.179 -2.706 3.796 0.0 0.0 0.0
C -3.565 2.900 0.682 0.0 0.0 0.2
C -2.697 1.989 -0.110 0.0 0.0 -0.4
C -2.768 2.076 -1.593 0.0 -0.2 0.0
O -1.949 1.183 0.458 0.5 -0.4 -0.2
H -4.057 3.636 0.053 0.0 0.0 0.0
H -2.985 3.397 1.462 0.0 0.0 0.0
H -4.332 2.317 1.199 0.0 -0.1 -0.1
H -3.801 1.934 -1.920 0.0 0.0 0.0
H -2.131 1.324 -2.055 -0.1 0.0 0.0
H -2.477 3.077 -1.921 0.0 0.0 0.0
```
Positions in Å, forces in eV/Å.

The charge is +3. Its spin multiplicity is 2. For the largest force on an atom, the calculation gives 3.02 eV/Å. The value obtained for the energy above the lowest of the compared OMol25 structures with the same formula, charge and spin is 26.0 kJ/mol. The value obtained for the energy is -1602.0826 hartree.

***

No. 2
Entry from OMol25: a cluster of 2 separate species, C3H3Cl2FO in total at a distorted geometry (the ωB97M-V functional and the def2-TZVPD basis).

XYZ file:
```
10
Properties=species:S:1:pos:R:3:forces:R:3
C 0.885 0.333 -0.089 1.5 0.2 0.6
C -0.618 0.309 -0.327 1.3 3.4 1.9
C -1.532 -0.592 -0.124 0.8 0.4 -0.9
H 2.500 -0.701 0.912 -4.0 -1.7 -4.2
H 1.261 0.924 0.875 -1.9 -1.1 -1.7
H 1.359 0.947 -0.875 -0.3 -0.3 -0.1
O 1.446 -0.985 -0.071 4.4 1.7 4.3
F -0.994 -1.752 -0.215 -0.7 -4.0 0.3
Cl -1.120 1.922 -0.098 -0.6 1.7 -0.4
Cl -3.188 -0.403 0.012 -0.6 -0.4 0.1
```
Positions in Å, forces in eV/Å.

For the largest force on an atom, the calculation gives 6.41 eV/Å. The value obtained for the energy above the lowest of the compared OMol25 structures with the same formula, charge and spin is 373.8 kJ/mol. The value obtained for the energy is -1211.4303 hartree.

***

No. 3
Entry from OMol25: a cluster of 2 separate species, C5H11NO in total at a distorted geometry (the ωB97M-V functional and the def2-TZVPD basis).

XYZ file:
```
18
Properties=species:S:1:pos:R:3:forces:R:3
C 0.786 -2.628 -0.738 -0.9 1.0 0.5
N 1.069 -1.411 -0.954 1.5 -0.3 1.0
C 0.410 -0.350 -0.304 -0.2 -0.7 -0.7
C 0.709 -0.114 0.970 0.4 1.7 0.3
C 0.156 1.088 1.688 -1.2 0.5 1.1
C 0.026 2.374 0.858 -0.7 -0.7 -0.7
H 1.578 -3.316 -0.447 0.0 -0.5 -1.4
H -0.274 -2.920 -0.640 0.3 -0.3 0.7
H -0.226 0.305 -0.880 -0.2 0.1 0.0
H 1.569 -0.512 1.491 -0.2 -1.0 -0.3
H -0.824 0.796 2.104 -0.1 0.2 -0.4
H 0.633 1.329 2.646 0.8 -0.3 -0.4
H 0.867 2.473 0.173 0.3 0.3 0.3
H -0.199 3.289 1.402 0.4 -0.1 0.3
H -0.834 2.253 0.200 -0.1 0.0 -0.2
O -2.010 -1.184 -2.685 -0.1 0.2 0.0
H -1.181 -1.222 -2.196 0.0 0.0 -0.1
H -2.254 -0.249 -2.689 0.1 -0.2 0.0
```
Positions in Å, forces in eV/Å.

The SMILES is C=N/C=C/CC.O. For the largest force on an atom, the calculation gives 1.82 eV/Å. The value obtained for the energy above the lowest of the compared OMol25 structures with the same formula, charge and spin is 337.5 kJ/mol. The value obtained for the energy is -327.0028 hartree.

***

No. 4
Entry from OMol25: an isolated molecule of C4H5NO (the ωB97M-V functional and the def2-TZVPD basis).

XYZ file:
```
11
Properties=species:S:1:pos:R:3:forces:R:3
O 2.076 0.717 -1.366 -0.3 -0.1 0.2
C 1.112 0.523 -0.647 0.1 0.1 -0.2
C 0.442 1.031 0.432 0.0 0.2 0.0
C -0.694 0.180 0.869 -0.1 -0.1 -0.1
C -0.767 -0.891 -0.165 0.4 0.2 0.1
N 0.214 -0.744 -0.975 -0.2 0.0 0.0
H 0.771 1.882 1.008 0.1 0.0 -0.2
H -0.408 -0.302 1.813 -0.4 -0.3 0.1
H -1.680 0.649 1.029 0.3 -0.1 -0.1
H -1.500 -1.691 -0.243 0.2 0.2 0.0
H 0.435 -1.355 -1.754 -0.1 0.0 0.0
```
Positions in Å, forces in eV/Å.

For the largest force on an atom, the calculation gives 0.46 eV/Å. The value obtained for the energy above the lowest of the compared OMol25 structures with the same formula, charge and spin is 149.3 kJ/mol. The value obtained for the energy is -285.3577 hartree.